Record 1
DFT (wB97M-V/def2-TZVPD) results for an isolated molecule of C21H26N2O3S.

Its charge is 0. The value obtained for the energy above the lowest of the compared OMol25 structures with the same formula, charge and spin is 65.6 kcal per mole. The value obtained for the HOMO energy is -7.49 eV. As for the SMILES: COCCSc1ccccc1C(=O)N1CCN(c2ccccc2OC)CC1. The total energy comes out at -42156.264 eV.

Element x y z (Å)
C 1.434 6.435 1.078
H 0.819 6.513 0.173
O 0.864 5.551 2.008
C 0.722 4.242 1.509
C 0.043 3.405 2.584
H 0.564 3.486 3.536
H -0.985 3.740 2.720
S -0.076 1.653 2.116
C 1.429 0.921 2.702
C 2.542 1.647 3.100
C 3.681 0.988 3.532
C 3.725 -0.394 3.565
C 2.616 -1.123 3.167
C 1.471 -0.477 2.730
C 0.238 -1.274 2.409
O -0.536 -1.611 3.285
N 0.072 -1.612 1.113
C 0.927 -1.219 0.020
H 1.777 -0.649 0.397
C 0.118 -0.371 -0.981
N -1.087 -1.034 -1.421
C -1.067 -1.859 -2.543
C 0.117 -2.293 -3.136
C 0.123 -3.057 -4.291
C -1.068 -3.421 -4.881
C -2.264 -2.993 -4.323
C -2.281 -2.209 -3.183
O -3.437 -1.718 -2.627
C -4.656 -1.946 -3.288
H -4.910 -3.011 -3.317
H -4.644 -1.547 -4.307
H -5.406 -1.416 -2.704
H -3.188 -3.268 -4.807
H -1.081 -4.026 -5.774
H 1.064 -3.372 -4.716
H 1.066 -2.034 -2.694
C -1.910 -1.382 -0.280
H -2.817 -1.878 -0.611
C -1.135 -2.287 0.686
H -1.726 -2.504 1.577
H -0.866 -3.224 0.184
H -2.178 -0.456 0.240
H 0.731 -0.101 -1.841
H -0.189 0.548 -0.470
H 1.298 -2.127 -0.471
H 2.628 -2.202 3.201
H 4.614 -0.903 3.904
H 4.538 1.566 3.844
H 2.537 2.725 3.086
H 1.708 3.822 1.251
H 0.111 4.240 0.593
H 1.488 7.406 1.566
H 2.443 6.114 0.789

Record 2
DFT (wB97M-V/def2-TZVPD) results for a structure of composition C13H21I2KN3O2 in a non-equilibrium geometry.

Its charge is +1. The value obtained for the energy above the lowest of the compared OMol25 structures with the same formula, charge and spin is 15.2 kcal per mole. The value obtained for the HOMO energy is -11.18 eV. The total energy comes out at -54904.042 eV.

Element x y z (Å)
C -4.521 3.237 2.228
C -3.019 3.372 2.575
O -2.143 2.530 1.849
C -2.354 1.180 2.119
C -1.060 0.385 2.262
O 0.017 0.962 1.577
C -0.039 0.744 0.195
C 0.475 -0.662 -0.185
C -0.614 -1.341 -0.849
N -1.492 -1.899 -1.381
C 1.825 -0.679 -0.935
C 2.606 0.315 -0.212
N 3.121 1.211 0.333
C 1.749 -0.201 -2.394
N 1.640 1.275 -2.485
C 2.493 -2.133 -0.780
I 4.352 -2.099 0.356
C 2.806 -2.886 -2.084
C 3.524 -4.228 -1.807
I 1.064 -3.363 -3.236
H -4.880 4.164 1.819
H -5.076 3.067 3.137
H -4.738 2.451 1.507
H -2.693 4.380 2.410
H -2.893 3.144 3.623
H -2.902 1.052 3.044
H -2.956 0.748 1.312
H -0.767 0.322 3.290
H -1.251 -0.611 1.878
H -1.066 0.829 -0.141
H 0.509 1.544 -0.269
H 0.633 -1.180 0.746
H 0.876 -0.613 -2.865
H 2.625 -0.480 -2.945
H 0.679 1.554 -2.585
H 2.147 1.569 -3.299
H 1.836 -2.749 -0.193
H 3.501 -2.292 -2.643
H 3.291 -4.617 -0.833
H 3.168 -4.954 -2.515
H 4.580 -4.136 -1.979
K -5.053 1.089 0.355

Record 3
DFT (wB97M-V/def2-TZVPD) results for an isolated molecule of C4H4O2.

Its charge is 0. The value obtained for the energy above the lowest of the compared OMol25 structures with the same formula, charge and spin is 48.9 kcal per mole. The value obtained for the HOMO energy is -10.57 eV. As for the SMILES: O=CC#CCO. The total energy comes out at -8304.957 eV.

Element x y z (Å)
O 1.564 -1.697 -0.344
C 0.523 -1.092 -1.078
C -0.119 0.019 -0.365
C -0.628 0.936 0.242
C -1.238 1.656 1.353
O -2.198 2.388 1.301
H 2.195 -1.009 -0.100
H -0.223 -1.875 -1.254
H 0.856 -0.718 -2.055
H -0.730 1.392 2.299

Record 4
DFT (wB97M-V/def2-TZVPD) results for a structure of composition C3H10NO2 in a non-equilibrium geometry.

Its charge is -1. The value obtained for the energy above the lowest of the compared OMol25 structures with the same formula, charge and spin is 18.8 kcal per mole. The value obtained for the HOMO energy is -3.50 eV. The total energy comes out at -8857.980 eV.

Element x y z (Å)
C 1.832 -0.236 -0.380
C 0.619 0.578 0.094
C -0.703 0.061 -0.556
O -1.414 -0.814 0.263
N 2.535 0.173 -1.611
H 2.513 -0.266 0.467
H 1.514 -1.265 -0.556
H 0.758 1.623 -0.233
H 0.526 0.495 1.178
H -1.328 0.880 -0.958
H -0.497 -0.602 -1.408
H 2.379 -0.576 -2.275
H 2.265 1.029 -2.072
H -3.155 0.776 1.836
H -1.967 -0.328 1.171
O -2.491 0.190 2.161

Record 5
DFT (wB97M-V/def2-TZVPD) results for a structure of composition C8H10BrNO3 in a non-equilibrium geometry.

Its charge is 0. The value obtained for the energy above the lowest of the compared OMol25 structures with the same formula, charge and spin is 12.5 kcal per mole. The value obtained for the HOMO energy is -9.13 eV. The total energy comes out at -86126.935 eV.

Element x y z (Å)
C 2.022 -1.460 -0.473
C 1.842 -0.178 0.288
C 0.919 -2.174 -0.742
C 0.811 0.586 0.109
C -0.409 -1.685 -0.441
C -0.387 0.217 -0.742
C -1.914 2.077 -0.306
C -0.739 -1.739 0.997
N -0.185 0.360 -2.133
O -1.136 0.272 -2.910
O 0.976 0.434 -2.575
O -1.628 0.674 -0.282
Br -0.800 -3.671 1.609
H 3.022 -1.908 -0.472
H 2.625 0.142 0.960
H 1.118 -3.082 -1.228
H 0.595 1.389 0.779
H -1.343 -2.045 -1.062
H -2.932 2.157 -0.665
H -1.152 2.687 -0.941
H -1.821 2.525 0.816
H -1.709 -1.225 1.215
H 0.069 -1.181 1.511

Record 6
DFT (wB97M-V/def2-TZVPD) results for a cluster of 13 separate species, C32H74N10O24S3 in total in a non-equilibrium geometry.

Its charge is 0. The value obtained for the HOMO energy is -8.21 eV. The total energy comes out at -130921.301 eV.

Element x y z (Å)
C 4.987 1.647 3.585
N 3.575 1.875 3.242
O 3.116 2.998 3.322
O 2.915 0.933 2.839
H 5.424 1.303 2.648
H 5.102 0.874 4.338
H 5.380 2.598 3.925
C 3.581 -3.034 -3.797
N 3.475 -2.054 -2.679
O 2.918 -0.999 -2.868
O 3.967 -2.398 -1.619
H 4.641 -3.212 -3.941
H 3.012 -2.668 -4.647
H 3.127 -3.958 -3.442
C -6.234 -1.567 1.306
C -6.461 -3.019 1.823
O -5.218 -3.398 2.298
S -4.427 -2.172 3.002
O -3.024 -2.441 2.966
O -5.165 -1.981 4.231
O -4.916 -1.192 1.775
H -7.005 -0.862 1.597
H -6.124 -1.632 0.225
H -6.723 -3.680 1.000
H -7.259 -3.021 2.568
C -2.451 -1.456 6.460
C -1.060 -1.478 5.789
O -0.896 -2.830 5.405
S -1.517 -3.804 6.527
O -0.716 -3.834 7.699
O -1.969 -5.000 5.902
O -2.801 -2.794 6.827
H -3.242 -1.035 5.845
H -2.468 -0.964 7.437
H -0.280 -1.183 6.495
H -1.004 -0.848 4.906
C -1.648 3.322 4.843
C -0.578 2.260 4.573
O -1.154 1.293 3.683
S -2.776 1.548 3.443
O -3.572 0.754 4.344
O -3.063 1.460 2.056
O -2.747 3.080 3.966
H -1.205 4.311 4.767
H -2.088 3.204 5.835
H -0.334 1.681 5.466
H 0.351 2.647 4.159
C 1.059 3.206 -5.110
O 1.554 3.972 -4.313
N 0.429 2.071 -4.798
C -0.030 1.059 -5.726
C 0.314 1.529 -3.436
H 1.166 3.272 -6.207
H 0.036 1.432 -6.749
H -1.074 0.775 -5.553
H 0.522 0.123 -5.604
H -0.718 1.236 -3.252
H 0.960 0.666 -3.274
H 0.548 2.285 -2.693
C 7.881 -0.758 1.300
O 8.292 -0.327 0.239
N 6.667 -1.289 1.518
C 6.228 -1.752 2.829
C 5.662 -1.586 0.496
H 8.494 -0.770 2.223
H 5.277 -1.269 3.057
H 6.934 -1.474 3.615
H 6.173 -2.841 2.843
H 4.740 -1.125 0.855
H 6.003 -1.278 -0.484
H 5.430 -2.653 0.480
C -0.002 -2.924 -5.594
O 1.178 -2.642 -5.636
N -0.818 -2.723 -4.539
C -2.237 -3.003 -4.585
C -0.401 -2.030 -3.349
H -0.559 -3.403 -6.415
H -2.498 -3.638 -5.434
H -2.838 -2.098 -4.700
H -2.555 -3.555 -3.700
H -0.875 -1.058 -3.208
H -0.509 -2.616 -2.433
H 0.672 -1.828 -3.369
C 4.522 4.183 -0.883
O 3.666 4.880 -1.372
N 4.516 2.830 -0.922
C 5.604 2.064 -0.379
C 3.390 2.112 -1.478
H 5.362 4.576 -0.287
H 6.470 2.577 0.034
H 6.012 1.411 -1.161
H 5.304 1.333 0.385
H 2.841 1.657 -0.650
H 2.736 2.785 -2.033
H 3.691 1.375 -2.226
C -5.069 -3.928 -1.538
O -6.050 -3.383 -1.996
N -3.888 -3.343 -1.235
C -2.744 -4.007 -0.592
C -3.749 -1.922 -1.380
H -4.983 -5.020 -1.399
H -1.883 -3.426 -0.912
H -2.680 -5.041 -0.929
H -2.799 -4.012 0.498
H -2.718 -1.724 -1.688
H -4.409 -1.324 -1.997
H -3.760 -1.474 -0.377
C 0.298 4.167 -0.878
O 0.762 5.023 -1.582
N 0.625 3.926 0.418
C -0.012 2.958 1.275
C 1.466 4.899 1.073
H -0.502 3.483 -1.207
H -0.587 2.219 0.720
H -0.704 3.434 1.979
H 0.806 2.472 1.808
H 0.843 5.532 1.726
H 2.123 4.513 1.862
H 2.099 5.518 0.448
C -0.925 -0.450 0.222
O -0.962 0.025 -0.903
N 0.205 -0.922 0.772
C 1.459 -0.894 -0.001
C 0.232 -1.610 2.043
H -1.773 -0.495 0.917
H 2.298 -0.637 0.643
H 1.422 -0.064 -0.704
H 1.445 -1.893 -0.436
H 1.198 -1.532 2.545
H -0.576 -1.311 2.703
H 0.186 -2.692 1.851
C -3.012 2.706 -2.374
O -2.798 3.802 -1.890
N -3.933 2.482 -3.342
C -4.117 1.088 -3.740
C -4.482 3.541 -4.155
H -2.559 1.779 -1.984
H -3.200 0.637 -4.126
H -4.902 0.961 -4.484
H -4.457 0.529 -2.867
H -5.527 3.345 -4.405
H -4.429 4.531 -3.719
H -3.940 3.495 -5.107